Computed, not measured: C16H14ClIrN3O3S as an isolated structure, with ωB97M-V with the def2-TZVPD basis set.

Values from the calculation:
E   -53627.589 eV
2S+1   2
Largest force on an atom   0.75 eV/Å
HOMO energy (spin up / spin down)   -6.828 / -7.094 eV
HOMO-LUMO gap (spin up / spin down)   7.2 / 7.5 eV

Cartesian coordinates (Å):
Ir: -0.62392 -0.60420 0.92449
O: 0.60234 -1.16069 2.41892
N: 0.19292 -2.20238 3.15425
C: 1.07980 -2.65691 4.06903
C: 0.75382 -3.67715 4.91252
C: -0.52163 -4.25090 4.81300
C: -1.39698 -3.78139 3.87141
C: -1.04125 -2.73304 3.00279
S: -2.08076 -2.11779 1.77557
H: 2.02619 -2.13905 4.05614
H: 1.48256 -4.02117 5.63093
H: -0.81004 -5.06146 5.46825
H: -2.38467 -4.20436 3.75359
Cl: 3.41233 3.59919 -3.72456
C: 2.52518 2.84849 -2.42000
C: 1.89135 3.65789 -1.45439
C: 1.19490 3.09587 -0.42753
C: 1.06310 1.67375 -0.28076
O: 0.38392 1.23391 0.70993
C: 1.71441 0.88513 -1.27137
C: 1.70854 -0.55468 -1.26725
O: 1.06372 -1.29873 -0.53746
C: 2.44605 1.49565 -2.31661
H: 1.96289 4.73503 -1.54002
H: 0.70632 3.71069 0.31710
H: 2.35849 -1.01848 -2.03279
H: 2.94734 0.86703 -3.04411
C: -1.61548 1.24185 -4.03622
N: -1.84692 1.06703 -2.61267
C: -2.42549 1.97839 -1.75910
C: -2.35985 1.43302 -0.51873
N: -1.76332 0.19216 -0.60074
C: -1.46288 0.01535 -1.87647
H: -2.34145 1.94899 -4.42826
H: -1.74035 0.29052 -4.54800
H: -0.60980 1.62343 -4.21178
H: -2.80799 2.92084 -2.10819
H: -2.69729 1.82894 0.42208
H: -0.98607 -0.86077 -2.28301

Atoms 1-6, force components in eV/Å:
Ir -0.6 0.3 0.4
O 0.1 -0.2 0.2
N 0.0 0.1 0.0
C 0.0 0.0 0.0
C 0.0 0.0 0.0
C 0.0 0.0 0.0